99
Properties=species:S:1:pos:R:3 method="wB97M-V/def2-TZVPD" multiplicity=1 total_charge=0 total_energy_ev=-182640.6891 smiles="CCOS(C)(=O)=O.CCOS(C)(=O)=O.CCOS(C)(=O)=O.CCOS(C)(=O)=O.CCOS(C)(=O)=O.ClCCCl.ClCCCl.ClCCCl" e_lumo_ev=0.10 max_force_ev_per_a=3.67 homo_ev=-10.525
C -1.1259 0.0860 -4.6256
C 0.1121 -0.2609 -5.4219
O 0.6625 0.7803 -6.2502
S 1.4259 2.0364 -5.6974
C 0.3436 3.3564 -5.9327
O 1.5987 1.8125 -4.2768
O 2.5865 2.2552 -6.5367
H -0.9014 0.8124 -3.8400
H -1.3603 -0.8765 -4.2007
H -2.0112 0.3828 -5.2506
H 0.8854 -0.5896 -4.7022
H -0.1849 -1.0760 -6.1253
H 0.8926 4.2782 -5.9251
H -0.4360 3.3818 -5.2033
H -0.0615 3.0959 -6.9090
C -0.7271 -4.4078 0.4066
C -0.2150 -5.4428 1.3745
O 0.0057 -4.8206 2.7166
S -1.3381 -4.5149 3.5888
C -0.6928 -5.0315 5.1697
O -1.4782 -3.0794 3.5463
O -2.3547 -5.4321 3.1811
H -0.0426 -3.5581 0.4921
H -1.7444 -4.0708 0.6874
H -0.7095 -4.8731 -0.6057
H -0.8144 -6.3652 1.5650
H 0.7526 -5.7306 1.0191
H -1.3093 -4.4921 5.9233
H 0.3192 -4.6291 5.1507
H -0.9281 -6.1355 5.2009
C -1.1821 0.0339 3.2975
C -2.5201 -0.3683 2.6091
O -2.6068 0.2636 1.2949
S -2.8472 1.8734 1.0959
C -4.1476 2.2410 2.3444
O -1.7123 2.7268 1.4168
O -3.3934 1.8860 -0.2049
H -0.4722 0.1277 2.4618
H -0.8377 -0.6713 4.0761
H -1.2745 0.9846 3.7770
H -2.5277 -1.4258 2.3946
H -3.3696 -0.1019 3.2020
H -3.6161 2.3239 3.3310
H -5.0072 1.5564 2.3242
H -4.3864 3.2294 2.0115
C -0.1327 0.9986 -0.7544
C -0.5949 -0.4162 -0.8558
O 0.5232 -1.3903 -0.5212
S 1.3727 -2.2070 -1.5663
C 2.5730 -1.1251 -2.0659
O 2.0113 -3.1991 -0.8294
O 0.5523 -2.5177 -2.7007
H 0.7576 1.1021 -1.3741
H 0.2463 1.2877 0.1721
H -1.0114 1.6094 -1.0313
H -1.3996 -0.5914 -0.1076
H -0.8692 -0.6733 -1.8784
H 3.0715 -1.7533 -2.8165
H 3.2479 -0.8891 -1.2472
H 2.1906 -0.1891 -2.4582
C 1.4163 3.7781 2.3128
C 2.6280 2.9600 2.7693
O 3.4946 2.6842 1.6109
S 3.9678 1.1384 1.5356
C 5.3166 1.3635 0.4846
O 4.3045 0.7503 2.8729
O 2.8754 0.3882 0.8916
H 1.9962 4.6145 1.8328
H 0.8948 4.2523 3.1339
H 0.7047 3.2754 1.6150
H 3.2852 3.4093 3.5625
H 2.2806 1.9501 3.0963
H 6.2088 0.9772 0.9446
H 5.3041 2.4581 0.3994
H 5.0981 0.9667 -0.4501
Cl -6.0710 -0.7308 0.5191
C -4.9489 -1.2062 -0.8327
C -5.1611 -0.3131 -2.0517
Cl -6.8183 -0.4728 -2.8289
H -5.0682 -2.2144 -1.1516
H -3.9423 -1.0599 -0.5411
H -4.3987 -0.6267 -2.8651
H -4.9781 0.7667 -1.8494
Cl 3.8877 -3.8772 4.1755
C 3.5511 -2.2912 3.3245
C 2.1658 -1.7594 3.6135
Cl 1.8976 -1.3911 5.3604
H 3.4536 -2.5046 2.2799
H 4.3951 -1.6116 3.4675
H 1.3908 -2.5060 3.2664
H 1.9780 -0.9313 2.9852
Cl 1.3183 6.1792 -3.3134
C 1.3692 4.5727 -2.4717
C 0.1099 4.3003 -1.6739
Cl -1.3342 4.1859 -2.7578
H 2.2244 4.5683 -1.8919
H 1.4867 3.8266 -3.2061
H -0.1839 5.1297 -1.0454
H 0.1135 3.3835 -1.0389